Entry 1:
{
  "formula": "C46H114N2O22",
  "method": "wB97M-V/def2-TZVPD",
  "smiles": "CNC(C)=O.CNC(C)=O.COCCOC.COCCOC.COCCOC.COCCOC.COCCOC.COCCOC.COCCOC.COCCOC.COCCOC.COCCOC",
  "max_force_ha_per_bohr": 0.08737,
  "homo_energy_ha": -0.339,
  "e_lumo_ev": 0.17,
  "orbital_gap_ev": 9.384,
  "species": ["C", "N", "C", "C", "O", "H", "H", "H", "H", "H", "H", "H", "C", "N", "C", "C", "O", "H", "H", "H", "H", "H", "H", "H", "C", "O", "C", "C", "O", "C", "H", "H", "H", "H", "H", "H", "H", "H", "H", "H", "C", "O", "C", "C", "O", "C", "H", "H", "H", "H", "H", "H", "H", "H", "H", "H", "C", "O", "C", "C", "O", "C", "H", "H", "H", "H", "H", "H", "H", "H", "H", "H", "C", "O", "C", "C", "O", "C", "H", "H", "H", "H", "H", "H", "H", "H", "H", "H", "C", "O", "C", "C", "O", "C", "H", "H", "H", "H", "H", "H", "H", "H", "H", "H", "C", "O", "C", "C", "O", "C", "H", "H", "H", "H", "H", "H", "H", "H", "H", "H", "C", "O", "C", "C", "O", "C", "H", "H", "H", "H", "H", "H", "H", "H", "H", "H", "C", "O", "C", "C", "O", "C", "H", "H", "H", "H", "H", "H", "H", "H", "H", "H", "C", "O", "C", "C", "O", "C", "H", "H", "H", "H", "H", "H", "H", "H", "H", "H", "C", "O", "C", "C", "O", "C", "H", "H", "H", "H", "H", "H", "H", "H", "H", "H"],
  "coordinates": [[-6.821, -3.707, 1.434], [-5.981, -2.648, 0.901], [-5.346, -1.864, 1.735], [-4.489, -0.781, 1.096], [-5.251, -2.069, 2.969], [-6.882, -4.371, 0.572], [-7.815, -3.332, 1.681], [-6.340, -4.311, 2.204], [-5.885, -2.569, -0.101], [-3.915, -1.153, 0.247], [-3.660, -0.418, 1.704], [-5.092, 0.115, 0.950], [-0.390, 4.230, 5.747], [1.046, 4.465, 5.398], [1.474, 5.290, 4.479], [3.028, 5.289, 4.268], [0.783, 5.940, 3.706], [-0.943, 4.982, 5.184], [-0.573, 4.401, 6.808], [-0.738, 3.261, 5.388], [1.727, 4.047, 6.016], [3.482, 6.195, 4.669], [3.332, 5.356, 3.223], [3.469, 4.406, 4.731], [7.261, 2.300, -0.326], [7.706, 2.770, 0.989], [6.824, 2.317, 2.020], [5.815, 3.428, 2.377], [5.160, 3.235, 3.641], [4.203, 2.129, 3.637], [7.376, 1.219, -0.409], [7.893, 2.684, -1.126], [6.239, 2.524, -0.630], [7.464, 2.084, 2.871], [6.359, 1.370, 1.745], [5.089, 3.658, 1.597], [6.395, 4.351, 2.385], [3.255, 2.397, 3.169], [3.955, 1.957, 4.684], [4.664, 1.206, 3.285], [-7.510, 1.803, 5.456], [-6.888, 2.772, 4.696], [-6.850, 2.465, 3.334], [-6.246, 3.658, 2.565], [-4.910, 3.926, 2.977], [-3.975, 2.924, 2.625], [-6.904, 0.897, 5.499], [-8.553, 1.630, 5.192], [-7.440, 2.064, 6.512], [-7.895, 2.443, 3.025], [-6.285, 1.547, 3.168], [-6.898, 4.511, 2.753], [-6.254, 3.489, 1.488], [-4.279, 2.456, 1.689], [-4.034, 2.165, 3.405], [-3.015, 3.438, 2.683], [1.752, -1.930, -3.513], [2.841, -1.891, -4.380], [4.004, -2.569, -3.996], [4.885, -2.495, -5.221], [4.590, -3.410, -6.290], [3.182, -3.434, -6.747], [0.866, -1.581, -4.044], [1.973, -1.240, -2.698], [1.456, -2.915, -3.154], [3.914, -3.634, -3.782], [4.460, -2.164, -3.092], [5.930, -2.644, -4.946], [4.789, -1.525, -5.709], [2.587, -4.108, -6.131], [3.162, -3.810, -7.770], [2.799, -2.416, -6.814], [-2.897, -0.297, 5.933], [-1.533, -0.597, 5.994], [-0.752, 0.525, 5.677], [0.723, 0.201, 5.825], [1.006, -0.538, 4.639], [2.301, -1.129, 4.604], [-3.201, 0.175, 4.999], [-3.255, 0.296, 6.775], [-3.438, -1.241, 5.881], [-0.992, 1.215, 6.486], [-1.053, 0.998, 4.742], [0.953, -0.449, 6.669], [1.325, 1.109, 5.861], [2.638, -1.597, 5.529], [3.009, -0.321, 4.418], [2.299, -1.866, 3.801], [0.296, 3.049, -2.751], [1.262, 3.659, -1.846], [0.679, 4.623, -1.025], [1.578, 5.240, 0.060], [2.545, 6.109, -0.557], [3.635, 5.465, -1.017], [-0.127, 3.806, -3.410], [-0.530, 2.602, -2.198], [0.615, 2.189, -3.341], [-0.141, 4.057, -0.583], [0.216, 5.416, -1.612], [2.028, 4.463, 0.679], [0.987, 5.868, 0.726], [3.494, 4.547, -1.589], [4.298, 5.181, -0.200], [4.163, 6.067, -1.757], [-4.059, -4.974, -0.553], [-2.710, -4.872, -0.199], [-2.351, -3.757, 0.572], [-1.047, -4.079, 1.338], [-0.652, -3.128, 2.243], [-1.467, -3.159, 3.458], [-4.272, -5.690, -1.347], [-4.520, -4.110, -1.033], [-4.679, -5.294, 0.284], [-3.124, -3.484, 1.290], [-2.126, -2.929, -0.102], [-0.336, -4.127, 0.513], [-1.071, -5.076, 1.778], [-2.492, -2.890, 3.204], [-1.101, -2.342, 4.079], [-1.390, -4.107, 3.992], [-0.730, 2.878, -6.785], [-0.159, 1.830, -7.659], [0.389, 0.678, -7.049], [-0.653, -0.402, -6.659], [-1.512, -0.712, -7.729], [-2.628, -1.365, -7.251], [-0.031, 3.410, -6.140], [-1.429, 2.405, -6.095], [-1.387, 3.647, -7.191], [1.006, 0.906, -6.180], [1.066, 0.129, -7.704], [-1.206, 0.050, -5.835], [-0.110, -1.273, -6.292], [-3.108, -0.936, -6.372], [-2.552, -2.452, -7.282], [-3.477, -1.186, -7.911], [-3.802, -6.842, -5.693], [-2.569, -6.205, -5.332], [-2.220, -5.116, -6.154], [-1.035, -4.295, -5.632], [-1.290, -3.471, -4.426], [-1.492, -4.193, -3.239], [-3.892, -7.713, -5.044], [-3.836, -7.190, -6.726], [-4.711, -6.253, -5.567], [-3.026, -4.392, -6.267], [-2.023, -5.468, -7.167], [-0.633, -3.603, -6.372], [-0.210, -4.999, -5.523], [-1.334, -3.563, -2.364], [-0.672, -4.888, -3.057], [-2.480, -4.644, -3.141], [-1.096, -0.421, -2.042], [-0.604, 0.351, -0.964], [-0.748, -0.408, 0.224], [-0.101, 0.288, 1.434], [-0.704, 1.566, 1.632], [-0.034, 2.370, 2.559], [-0.843, 0.135, -2.944], [-2.185, -0.478, -2.025], [-0.746, -1.451, -2.109], [-0.288, -1.385, 0.079], [-1.813, -0.597, 0.354], [0.977, 0.272, 1.267], [-0.428, -0.379, 2.231], [0.806, 2.771, 1.991], [0.273, 1.926, 3.507], [-0.704, 3.177, 2.856], [6.952, -1.769, 1.496], [5.751, -1.253, 2.082], [4.588, -1.566, 1.392], [4.197, -0.535, 0.319], [3.788, 0.677, 1.021], [3.168, 1.654, 0.194], [7.364, -1.104, 0.738], [6.872, -2.742, 1.013], [7.715, -1.701, 2.272], [3.780, -1.508, 2.121], [4.540, -2.612, 1.089], [3.352, -1.012, -0.180], [5.005, -0.369, -0.394], [3.972, 2.126, -0.372], [2.659, 2.374, 0.835], [2.419, 1.218, -0.467]],
  "lowdin_charge": [-0.061, 0.005, -0.562, 0.000, 0.000, 0.074, 0.092, 0.091, 0.134, 0.056, 0.073, 0.077, -0.025, 0.023, -0.564, 0.017, 0.021, 0.083, 0.086, 0.047, 0.130, 0.082, 0.076, 0.047, -0.075, -0.174, -0.192, -0.176, -0.207, -0.081, 0.066, 0.083, 0.069, 0.131, 0.092, 0.100, 0.126, 0.077, 0.077, 0.072, -0.133, -0.173, -0.217, -0.181, -0.188, -0.087, 0.086, 0.091, 0.088, 0.124, 0.113, 0.126, 0.117, 0.082, 0.075, 0.086, -0.103, -0.201, -0.217, -0.195, -0.193, -0.064, 0.068, 0.086, 0.091, 0.130, 0.119, 0.124, 0.124, 0.077, 0.081, 0.075, -0.110, -0.176, -0.225, -0.168, -0.208, -0.077, 0.077, 0.092, 0.092, 0.116, 0.106, 0.131, 0.114, 0.090, 0.070, 0.084, -0.072, -0.193, -0.213, -0.142, -0.152, -0.172, 0.082, 0.070, 0.076, 0.118, 0.127, 0.096, 0.127, 0.076, 0.077, 0.095, -0.123, -0.163, -0.195, -0.234, -0.182, -0.030, 0.087, 0.075, 0.082, 0.107, 0.100, 0.123, 0.128, 0.072, 0.071, 0.096, -0.062, -0.165, -0.197, -0.214, -0.133, -0.137, 0.072, 0.069, 0.083, 0.117, 0.120, 0.105, 0.106, 0.096, 0.070, 0.086, -0.095, -0.181, -0.226, -0.148, -0.191, -0.121, 0.087, 0.083, 0.083, 0.110, 0.128, 0.107, 0.118, 0.056, 0.097, 0.083, -0.109, -0.173, -0.195, -0.148, -0.161, -0.104, 0.078, 0.091, 0.062, 0.113, 0.090, 0.120, 0.113, 0.073, 0.065, 0.078, -0.085, -0.179, -0.221, -0.151, -0.220, -0.091, 0.067, 0.088, 0.091, 0.101, 0.126, 0.112, 0.118, 0.076, 0.057, 0.084]
}

Entry 2:
{
  "formula": "CH3NO2",
  "method": "wB97M-V/def2-TZVPD",
  "smiles": "O[C@@H]1NO1",
  "max_force_ha_per_bohr": 0.08198,
  "homo_energy_ha": -0.348,
  "e_lumo_ev": 0.65,
  "orbital_gap_ev": 10.137,
  "species": ["O", "C", "N", "O", "H", "H", "H"],
  "coordinates": [[-1.357, -0.136, -0.086], [-0.097, -0.320, 0.478], [1.067, 0.554, 0.114], [1.073, -0.761, -0.282], [-1.401, 0.263, -0.980], [-0.140, -0.626, 1.538], [0.854, 1.026, -0.782]],
  "nbo_charge": [-0.703, 0.441, -0.335, -0.394, 0.495, 0.187, 0.309]
}